The following is a DFT calculation (ωB97M-V with the def2-TZVPD basis set) of a cluster of 4 separate species, C42H27Cl2O6P in total.

The geometry in XYZ format:
```
78
C42H27Cl2O6P ωB97M-V with the def2-TZVPD basis set
Cl 2.65 5.47 -2.35
Cl -1.68 5.48 -2.30
P 0.49 5.53 -2.33
O 3.59 1.57 4.42
O -0.84 -1.37 5.02
O -5.05 -1.94 -4.02
O 2.07 0.75 -4.32
O 5.06 -1.99 -0.83
O -5.15 0.43 0.78
C -4.44 0.53 -1.47
C -3.84 1.77 -1.30
C 2.72 0.06 8.22
C 2.21 -3.41 -4.67
C 4.36 -1.37 -1.60
C 3.44 0.82 -2.41
C -3.14 1.75 -3.59
C 0.18 -0.72 4.88
C -5.70 -1.48 -0.50
C -6.27 -2.13 0.58
C 0.17 -0.07 1.18
C 4.71 2.16 -0.33
C 3.33 2.20 -2.29
C 3.06 0.56 6.97
C 0.58 -0.22 3.54
C 1.06 -0.42 6.04
C -4.40 -0.10 -2.71
C -6.84 -3.38 0.41
C 2.23 0.32 5.88
C 4.84 0.78 -0.44
C 2.11 -2.04 -4.57
C 3.96 2.87 -1.26
C -3.19 2.38 -2.36
C 3.02 -4.12 -3.79
C 1.73 0.56 3.39
C 1.30 0.73 1.03
C 2.72 0.13 -3.51
C 2.60 0.88 4.55
C -5.70 -2.08 -1.76
C 3.73 -3.45 -2.80
C -3.74 0.51 -3.77
C 0.71 -0.90 7.30
C -0.19 -0.54 2.43
C 1.54 -0.66 8.38
C 3.63 -2.07 -2.69
C -5.10 -0.12 -0.30
C 2.82 -1.36 -3.59
C -6.29 -3.33 -1.93
C 2.08 1.04 2.13
C -5.05 -1.42 -2.92
C 4.21 0.11 -1.48
C -6.86 -3.97 -0.84
H 5.42 0.23 0.28
H 0.49 6.86 -2.70
H -2.62 2.22 -4.42
H -6.26 -1.66 1.56
H 3.97 1.13 6.84
H -7.28 -3.89 1.26
H 0.49 4.47 -3.23
H 1.27 -1.04 9.36
H -3.70 0.02 -4.74
H 1.65 -3.94 -5.43
H 0.48 5.20 -0.98
H 1.48 -1.48 -5.25
H 5.20 2.68 0.49
H 3.10 -5.19 -3.87
H -2.72 3.35 -2.22
H -0.20 -1.47 7.42
H 3.86 3.95 -1.18
H 3.37 0.24 9.06
H 4.36 -4.00 -2.12
H -1.07 -1.15 2.55
H 1.57 1.10 0.05
H -7.31 -4.95 -0.98
H -3.88 2.26 -0.33
H -6.29 -3.79 -2.90
H -0.44 -0.32 0.32
H 2.74 2.75 -3.02
H 2.96 1.66 2.01
```

## Properties
- SMILES = O=C1c2ccccc2C(=O)c2ccccc21.O=C1c2ccccc2C(=O)c2ccccc21.O=C1c2ccccc2C(=O)c2ccccc21.Cl[PH3]Cl
- HOMO-LUMO gap (eV) = 8.7069

Atom charges from the Mulliken analysis, given in e for atoms 1 to 5: Cl -0.391; Cl -0.432; P 0.444; O -0.664; O -0.664


The following is a DFT calculation (ωB97M-V with the def2-TZVPD basis set) of a structure of composition C42H30BrI2N5O4S2TeTl.

The geometry in XYZ format:
```
88
C42H30BrI2N5O4S2TeTl ωB97M-V with the def2-TZVPD basis set
Tl -1.63 2.20 -1.39
I -8.46 -1.95 -1.98
I -4.45 -0.01 -5.98
Te -0.28 -0.50 1.53
Br 3.46 -0.76 -7.73
S -0.17 4.56 -3.19
S 1.56 1.85 -1.96
O -2.94 0.64 -3.30
O -1.04 3.82 0.95
O 1.58 3.78 -5.42
O -0.26 3.22 -4.25
N 0.00 -0.71 -5.52
N 4.60 3.73 -1.39
N 2.56 6.88 -2.67
N -0.65 1.60 1.16
N -3.55 0.18 -0.65
C -4.43 -0.18 -1.62
C 1.90 -1.32 4.11
C 3.76 1.10 1.27
C -0.22 -3.70 2.02
C 1.41 -6.30 4.29
C 1.59 -3.78 4.12
C 0.82 1.53 -5.51
C 1.90 1.16 -6.30
C -0.65 2.83 1.62
C 3.50 3.63 -1.69
C -4.97 -0.34 -3.97
C -4.02 0.08 -3.01
C 1.26 -2.56 3.55
C 1.71 -2.22 -0.56
C -5.69 -0.76 -1.30
C 0.96 3.73 5.51
C -0.10 3.12 3.00
C -0.13 0.56 -5.17
C 2.11 3.45 -2.06
C 4.43 0.23 0.43
C 0.14 -4.91 2.62
C 2.09 5.83 -2.63
C 1.05 -1.08 -6.24
C 1.12 4.61 4.45
C 1.04 -4.97 3.66
C -6.55 -1.12 -2.35
C 3.76 -0.84 -0.14
C -5.98 -0.93 0.08
C 2.41 -1.07 0.12
C 0.59 4.31 3.20
C -5.07 -0.55 1.02
C 0.26 2.55 5.32
C -3.85 0.00 0.61
C 0.78 2.95 -5.06
C 2.00 -0.17 -6.66
C 0.36 -2.50 2.46
C 1.75 -0.22 1.01
C -0.26 2.24 4.07
C 2.42 0.87 1.56
C -1.22 -3.76 0.88
C -6.20 -0.92 -3.66
C 1.45 4.56 -2.55
H 2.64 1.90 -6.57
H 1.61 -3.07 0.11
H 1.94 -6.93 3.57
H 4.28 -1.50 -0.82
H 1.13 -2.13 -6.49
H 1.38 3.97 6.48
H -0.80 1.32 3.91
H -0.31 -5.83 2.24
H 0.71 -1.92 -0.88
H -1.47 -2.77 0.51
H 1.89 1.55 2.21
H 2.06 -6.15 5.15
H 4.26 1.97 1.68
H -2.14 -4.25 1.21
H -1.00 0.81 -4.57
H -5.28 -0.68 2.08
H 0.12 1.86 6.14
H 5.48 0.40 0.20
H 0.70 4.99 2.36
H 1.67 5.54 4.59
H -6.87 -1.20 -4.46
H 2.15 -1.45 5.17
H -0.81 -4.34 0.05
H -6.93 -1.36 0.37
H 1.24 -0.46 4.02
H 2.27 -2.54 -1.44
H 2.82 -1.08 3.57
H -3.10 0.32 1.33
H 0.52 -6.84 4.61
H 2.29 -3.81 4.95
```

## Properties
- total charge = -2
- multiplicity = 2
- ΔE to the lowest compared entry with this formula, charge and spin (kJ/mol) = 154.2
- HOMO-LUMO gap (spin up / spin down) (eV) = 5.9757 / 6.0334

Atom charges from the Mulliken analysis, given in e for atoms 1 to 5: Tl 0.701; I -0.061; I -0.047; Te 0.642; Br -0.234


The following is a DFT calculation (ωB97M-V with the def2-TZVPD basis set) of a cluster of 8 separate species, C42H32B4ClNO18 in total.

The geometry in XYZ format:
```
98
C42H32B4ClNO18 ωB97M-V with the def2-TZVPD basis set
Cl -6.45 3.38 -4.50
O -4.69 -1.25 -4.09
O 3.72 -6.79 -0.27
O -5.99 -6.17 -5.53
O 7.64 9.33 4.91
O -7.09 1.54 -2.62
O 3.14 -11.33 -4.38
O -0.53 8.54 -5.75
O -2.16 2.37 -2.61
O 3.31 5.80 5.29
O -5.15 2.84 -2.18
O 0.20 -9.09 -0.60
O -2.48 -0.47 1.09
O -2.93 3.88 -5.04
O -5.41 0.74 -1.15
O 0.53 1.31 5.52
O 5.47 7.49 9.37
O 0.47 -3.80 2.64
O 2.63 -0.33 2.47
N -2.39 -0.03 -2.10
C -6.68 -3.94 -5.26
C 7.14 8.91 5.93
C 1.03 -0.05 0.77
C -6.35 -2.70 -4.90
C -1.08 7.47 -5.59
C 1.22 -4.49 1.98
C 2.45 4.07 6.63
C 5.45 7.50 7.02
C -1.31 -0.44 1.41
C -0.26 -0.09 0.42
C 1.76 -8.79 -2.33
C 1.17 2.34 5.47
C -1.04 6.77 -4.28
C 0.84 -11.07 -1.70
C 1.78 -6.69 1.05
C 2.44 -3.91 1.35
C 5.96 7.91 8.35
C 7.65 9.33 7.26
C 0.96 -5.93 1.78
C -1.83 6.81 -6.70
C 3.25 -4.66 0.62
C 2.47 -10.82 -3.52
C 2.51 -9.35 -3.28
C 1.75 2.94 6.69
C 2.09 4.17 4.12
C -0.88 -0.75 2.80
C 7.10 8.87 8.38
C -5.69 -5.04 -5.20
C 2.98 -6.11 0.41
C -1.64 5.60 -4.11
C 6.00 7.96 5.90
C 2.68 4.77 5.34
C 1.45 -0.36 2.16
C -2.43 5.64 -6.52
C 0.41 -0.71 3.14
C -3.99 -3.48 -4.37
C 1.58 -11.63 -2.65
C 0.87 -9.60 -1.47
C -4.32 -4.72 -4.73
C -4.98 -2.38 -4.43
C 1.39 3.04 4.18
C -2.39 4.94 -5.21
B -6.49 0.47 -1.97
B -2.90 1.33 -2.10
B -4.54 1.69 -1.66
B -6.23 2.56 -2.97
H 0.18 -11.63 -1.05
H -2.87 -0.54 -1.36
H 3.17 -8.78 -3.92
H 2.62 -2.86 1.52
H -2.99 5.15 -7.31
H -0.49 7.27 -3.50
H 5.64 7.67 4.92
H -0.63 0.11 -0.58
H 2.27 4.70 3.19
H 1.60 -7.74 0.89
H 2.89 4.53 7.51
H -7.67 -4.20 -5.61
H 1.57 -12.70 -2.84
H -1.64 5.06 -3.17
H 1.82 0.20 0.07
H -1.75 2.18 -3.46
H 4.14 -4.27 0.14
H -3.62 -5.54 -4.69
H -2.68 -0.52 -2.96
H -7.05 -1.87 -4.93
H 7.45 9.15 9.37
H -1.84 7.35 -7.64
H 4.62 6.81 7.01
H 8.48 10.02 7.26
H 0.95 2.57 3.30
H -1.66 -1.00 3.50
H -3.00 -3.22 -4.02
H 1.78 -7.72 -2.13
H 0.07 -6.33 2.25
H 1.57 2.41 7.62
H -6.83 -0.64 -2.19
H 0.74 -0.94 4.14
```

## Properties
- SMILES = NB(O)B1OBOB(Cl)O1.O=C1C=CC(=O)C=C1.O=C1C=CC(=O)C=C1.O=C1C=CC(=O)C=C1.O=C1C=CC(=O)C=C1.O=C1C=CC(=O)C=C1.O=C1C=CC(=O)C=C1.O=C1C=CC(=O)C=C1
- HOMO-LUMO gap (eV) = 7.7712

Atom charges from the Mulliken analysis, given in e for atoms 1 to 5: Cl -0.259; O -0.353; O -0.566; O -0.541; O -0.538


The following is a DFT calculation (ωB97M-V with the def2-TZVPD basis set) of a structure of composition C42H32BO3P2PdS.

The geometry in XYZ format:
```
82
C42H32BO3P2PdS ωB97M-V with the def2-TZVPD basis set
Pd 0.03 -0.18 -0.61
S -0.09 2.00 0.53
P 2.49 0.36 0.30
P -2.53 0.29 0.21
O 1.11 -2.94 0.46
O 0.28 2.48 -0.82
O -0.89 -3.19 -0.68
C -2.97 4.62 1.62
C 1.87 1.10 -3.62
C -1.73 -0.34 -3.73
C 0.75 -4.21 0.46
C -0.49 -4.37 -0.26
C 5.44 -1.99 1.81
C -4.93 -0.96 -0.48
C -2.74 1.92 0.95
C 2.59 1.16 -1.30
C 1.98 0.49 -2.37
C 3.36 1.84 2.54
C 0.81 -6.51 0.87
C -1.73 4.13 1.23
C -6.09 -1.65 -0.16
C 2.36 1.63 1.59
C -2.33 0.58 -1.55
C 3.09 3.00 -2.77
C -6.31 -2.07 1.14
C -1.09 -5.60 -0.44
C -3.99 -0.67 0.52
C -4.08 3.78 1.72
C 3.16 2.72 3.61
C 5.11 -0.27 -0.37
C -4.23 -1.11 1.83
C -1.62 2.75 0.98
C 4.23 -1.36 1.62
C 6.49 -1.76 0.93
C -2.33 1.98 -3.52
C -0.44 -6.66 0.13
C -3.97 2.45 1.34
C 4.05 -0.50 0.53
C -1.94 0.89 -4.31
C -5.39 -1.81 2.15
C 1.15 2.35 1.73
C -1.96 -0.51 -2.36
C 0.96 3.25 2.77
C 3.15 2.42 -1.51
C -2.50 1.84 -2.16
C 1.97 3.41 3.72
C 2.43 2.36 -3.81
C 6.32 -0.92 -0.16
C 1.41 -5.29 1.05
B 0.08 -2.19 -0.24
H -5.57 -2.15 3.16
H 1.42 0.59 -4.46
H 1.27 -7.39 1.30
H -2.79 2.70 -1.57
H -6.82 -1.89 -0.93
H 2.38 2.82 -4.79
H -3.50 -0.91 2.61
H 5.58 -2.67 2.64
H -0.88 4.81 1.15
H 7.45 -2.23 1.09
H -5.05 4.17 2.03
H 3.56 3.96 -2.95
H -1.93 -1.51 -1.96
H 1.82 4.08 4.56
H -3.08 5.68 1.82
H 3.60 2.95 -0.68
H -2.52 2.95 -3.99
H 1.66 -0.55 -2.28
H -7.23 -2.61 1.37
H -1.81 1.02 -5.37
H 2.33 -5.16 1.59
H -4.77 -0.64 -1.51
H 4.99 0.39 -1.22
H 0.03 3.78 2.91
H 3.43 -1.53 2.33
H 4.28 1.27 2.47
H -4.86 1.81 1.34
H -1.47 -1.20 -4.32
H 3.94 2.85 4.35
H 7.14 -0.77 -0.84
H -2.02 -5.70 -0.99
H -0.86 -7.65 0.04
```

## Properties
- total charge = +3
- multiplicity = 5
- HOMO-LUMO gap (spin up / spin down) (eV) = 7.2320 / 5.3544

Atom charges from the Mulliken analysis, given in e for atoms 1 to 5: Pd 0.601; S 1.465; P 1.278; P 1.531; O 0.144


The following is a DFT calculation (ωB97M-V with the def2-TZVPD basis set) of a structure of composition C42H33AlF10N5O7P.

The geometry in XYZ format:
```
99
C42H33AlF10N5O7P ωB97M-V with the def2-TZVPD basis set
P -1.00 2.30 -2.22
Al 1.00 1.09 -1.39
F -4.64 -3.35 -2.22
F -2.60 7.12 2.09
F 2.88 -1.68 4.38
F -1.59 8.34 0.62
F -1.05 2.76 -8.86
F 0.05 4.56 -8.40
F -2.11 4.59 -8.43
F -4.96 -2.77 -0.17
F -3.68 7.87 0.37
F -3.06 -3.61 -0.76
O 1.14 -0.06 0.04
O 4.75 5.15 0.16
O -0.60 -2.01 -3.21
O 2.53 1.73 -1.97
O 3.76 5.82 2.03
O 4.15 3.26 -1.74
O 0.45 -0.18 -2.50
N -0.04 -3.97 0.32
N 2.05 -4.35 4.68
N 2.56 -6.01 6.92
N 1.21 2.62 0.03
N 0.70 3.20 1.12
C 1.09 -2.07 1.26
C 1.50 4.16 1.60
C -2.80 0.29 -2.99
C -2.15 3.38 -4.50
C -3.45 -0.92 -2.74
C -1.53 3.79 -1.33
C 2.12 -2.23 3.41
C 2.37 3.22 -0.18
C -1.06 3.48 -6.63
C -1.05 3.86 -8.09
C 0.20 -1.99 -1.00
C 0.44 -6.39 -0.03
C -3.04 5.07 0.03
C -2.14 6.13 0.01
C 0.06 2.85 -6.10
C -0.58 -5.34 0.39
C 3.76 5.14 1.04
C -2.17 3.75 -5.84
C 0.07 2.48 -4.77
C 1.86 -4.69 7.08
C 3.13 2.74 -1.38
C -2.35 0.51 -0.63
C 2.75 -5.60 4.51
C 0.68 -3.41 1.36
C -2.50 7.38 0.77
C -4.07 -2.78 -1.16
C -2.73 3.90 -0.64
C -1.03 2.75 -3.97
C 1.72 -3.58 3.56
C 1.81 -1.49 2.32
C 2.62 4.21 0.79
C -0.04 -1.38 -2.35
C 0.99 -4.14 2.52
C 2.32 -3.74 5.98
C 2.31 -6.61 5.56
C 0.82 -1.31 0.07
C -0.64 4.87 -1.36
C -0.95 6.04 -0.69
C -0.22 -3.28 -0.80
C -2.99 -0.69 -0.38
C -2.24 1.00 -1.94
C -3.51 -1.41 -1.45
H 0.80 -4.89 7.01
H -1.91 1.06 0.20
H -0.27 6.88 -0.71
H -3.03 4.24 -6.26
H 0.76 -6.22 -1.06
H 0.00 -7.38 0.03
H -3.97 5.17 0.56
H -2.69 0.63 -4.00
H 1.76 -2.82 6.09
H 0.92 2.66 -6.73
H 2.57 -6.02 3.53
H 1.24 -6.81 5.50
H 1.26 4.76 2.46
H -0.76 -3.77 -1.61
H -0.95 -5.51 1.40
H 3.38 -3.51 6.10
H -3.07 -1.07 0.63
H -3.85 -1.50 -3.56
H -1.45 -5.37 -0.26
H 4.65 4.47 -0.54
H 2.16 -0.47 2.24
H 0.29 4.79 -1.91
H -3.44 3.08 -0.64
H 2.10 -4.29 8.06
H 0.94 1.99 -4.35
H 2.26 -6.66 7.66
H 0.66 -5.16 2.61
H 2.86 -7.54 5.49
H 1.33 -6.36 0.61
H 3.84 -5.45 4.60
H -3.01 3.61 -3.88
H -0.22 2.94 1.46
H 3.57 -5.88 7.05
```

## Properties
- total charge = +2
- ΔE to the lowest compared entry with this formula, charge and spin (kJ/mol) = 0.0
- HOMO-LUMO gap (eV) = 8.0821

Atom charges from the Mulliken analysis, given in e for atoms 1 to 5: P 2.777; Al 0.340; F -0.287; F -0.255; F -0.344


Short version: E = -90612.747 -179583.359 -97647.501 -83757.546 -108929.278 eV, in the order given.